1.
{
  "formula": "C17H41GaN3O2",
  "method": "the ωB97M-V functional and the def2-TZVPD basis",
  "species": ["O", "C", "N", "Ga", "C", "C", "C", "C", "O", "H", "H", "H", "H", "H", "H", "H", "H", "H", "H", "H", "C", "C", "N", "C", "C", "C", "C", "H", "H", "H", "H", "H", "H", "H", "H", "H", "H", "H", "H", "H", "H", "H", "C", "C", "N", "C", "C", "C", "C", "H", "H", "H", "H", "H", "H", "H", "H", "H", "H", "H", "H", "H", "H", "H"],
  "positions_angstrom": [[-2.187431, 0.051113, -2.298590], [-2.590074, -0.238769, -1.214807], [-3.052527, -0.228364, -0.105466], [-1.973009, -1.441888, 1.041419], [-0.966366, -0.388318, 2.502380], [0.537069, -0.033886, 2.093733], [0.855996, 1.467042, 2.332936], [1.649940, 2.205314, 1.205606], [1.933316, 1.447817, 0.035435], [-0.996938, -2.394824, 0.178348], [-3.041968, -2.385659, 1.814487], [-0.932488, -1.043218, 3.387428], [-1.538697, 0.529520, 2.708444], [0.654838, -0.387412, 1.063202], [1.188811, -0.625678, 2.754402], [-0.071019, 2.024667, 2.527554], [1.466083, 1.534051, 3.249939], [1.081460, 3.109609, 0.910284], [2.610450, 2.581330, 1.589630], [1.079065, 1.199421, -0.338336], [-6.021629, 2.637479, -3.843328], [-5.335968, 3.856241, -4.445405], [-4.299257, 4.406101, -3.593697], [-3.854370, 5.725906, -4.003169], [-3.160217, 5.861576, -5.362787], [-3.247854, 3.477863, -3.194105], [-2.455479, 2.774792, -4.297888], [-6.398816, 2.854986, -2.842880], [-6.869071, 2.344587, -4.466957], [-5.350506, 1.779696, -3.781637], [-6.102332, 4.624135, -4.593839], [-4.957892, 3.595085, -5.445936], [-3.197504, 6.133940, -3.229189], [-4.730228, 6.385497, -4.005671], [-2.147623, 5.460805, -5.342219], [-3.078331, 6.919177, -5.628793], [-3.715111, 5.367138, -6.161327], [-3.696888, 2.708427, -2.560958], [-2.549824, 3.996654, -2.531544], [-3.099154, 2.364076, -5.078063], [-1.901391, 1.940004, -3.865569], [-1.723346, 3.436061, -4.762789], [4.355581, -6.598382, 4.126950], [3.934884, -5.688397, 2.980559], [3.473106, -4.387199, 3.421947], [2.786245, -3.631025, 2.381502], [3.600428, -3.211485, 1.155036], [4.401044, -3.629015, 4.242232], [5.788276, -3.326518, 3.664966], [3.559536, -6.686745, 4.868373], [4.572842, -7.598090, 3.745179], [5.257019, -6.237633, 4.626235], [3.113290, -6.183038, 2.455163], [4.765177, -5.613842, 2.261359], [2.328343, -2.741615, 2.820794], [1.941680, -4.233487, 2.032924], [4.283263, -2.392664, 1.381131], [2.925035, -2.853633, 0.375464], [4.174350, -4.039893, 0.735061], [4.538652, -4.167612, 5.185640], [3.926454, -2.688850, 4.535103], [6.252601, -4.205119, 3.213700], [6.450282, -2.987811, 4.467122], [5.758191, -2.530045, 2.923286]],
  "forces_ev_per_angstrom": [[0.12, -0.86, -0.26], [-0.44, 2.09, 0.07], [0.49, -0.90, -0.33], [-0.04, -0.75, 1.48], [0.79, -0.12, -0.79], [-1.51, -0.01, 0.76], [0.61, -0.12, -0.26], [-0.28, 0.53, 0.15], [-0.11, 0.12, 0.20], [0.04, 0.33, -0.19], [-0.06, 0.10, -0.15], [-0.32, 0.36, -0.13], [0.19, -0.30, 0.23], [0.49, 0.37, 0.23], [0.03, 0.05, -0.51], [0.22, -0.23, -0.12], [-0.33, 0.07, -0.20], [0.16, -0.27, 0.11], [-0.16, -0.34, -0.22], [0.15, -0.11, -0.06], [0.03, -0.09, -0.04], [-0.07, -0.14, 0.03], [0.07, 0.31, 0.14], [-0.14, 0.14, -0.02], [0.14, 0.15, -0.03], [-0.03, -0.37, 0.13], [0.27, -0.03, 0.02], [0.08, 0.01, 0.00], [0.03, 0.01, -0.02], [-0.02, 0.02, 0.05], [0.15, 0.14, 0.00], [-0.06, -0.04, -0.06], [0.04, -0.15, 0.03], [-0.07, -0.10, -0.02], [-0.04, -0.08, -0.04], [-0.03, -0.01, 0.01], [0.00, -0.03, 0.03], [-0.04, 0.01, -0.07], [-0.09, 0.17, -0.07], [-0.03, 0.03, 0.01], [-0.09, 0.00, 0.03], [-0.09, 0.03, -0.10], [0.09, -0.01, 0.01], [0.09, -0.06, 0.11], [-0.24, 0.18, 0.01], [-0.20, -0.06, -0.22], [-0.02, 0.15, -0.08], [0.13, -0.13, 0.24], [0.12, 0.17, 0.08], [0.01, 0.07, -0.01], [0.01, 0.03, -0.01], [-0.03, -0.01, 0.02], [-0.05, 0.19, -0.07], [0.03, -0.09, -0.04], [0.11, -0.03, 0.13], [0.06, -0.09, 0.08], [0.04, -0.04, -0.02], [-0.02, 0.00, 0.04], [0.01, 0.00, 0.04], [0.00, -0.07, -0.06], [-0.12, -0.03, -0.17], [-0.05, -0.01, -0.01], [-0.03, -0.02, 0.00], [0.01, -0.08, -0.08]],
  "lowdin_charge": [0.017, -0.578, 0.021, 0.285, -0.314, -0.281, -0.185, -0.267, -0.093, -0.091, -0.122, 0.019, 0.020, 0.053, 0.075, 0.089, 0.097, 0.103, 0.102, 0.081, -0.089, -0.283, -0.200, -0.259, -0.094, -0.236, -0.080, 0.080, 0.068, 0.068, 0.113, 0.098, 0.109, 0.105, 0.053, 0.065, 0.063, 0.102, 0.117, 0.068, 0.054, 0.052, -0.098, -0.280, -0.197, -0.237, -0.081, -0.250, -0.088, 0.078, 0.068, 0.060, 0.118, 0.099, 0.100, 0.115, 0.055, 0.074, 0.063, 0.098, 0.115, 0.063, 0.068, 0.053],
  "charge": -1,
  "lumo_energy_ha": 0.0996,
  "e_homo_ha": -0.1773
}

***

2.
{
  "formula": "C17H42AlF3O9P3",
  "method": "the ωB97M-V functional and the def2-TZVPD basis",
  "species": ["C", "C", "P", "C", "Al", "C", "O", "C", "F", "F", "F", "H", "H", "H", "H", "H", "H", "H", "H", "H", "H", "H", "H", "O", "P", "O", "C", "C", "O", "C", "C", "O", "C", "C", "H", "H", "H", "H", "H", "H", "H", "H", "H", "H", "H", "H", "H", "H", "H", "O", "P", "O", "C", "C", "O", "C", "C", "O", "C", "C", "H", "H", "H", "H", "H", "H", "H", "H", "H", "H", "H", "H", "H", "H", "H"],
  "positions_angstrom": [[2.079265, 1.198599, 0.534602], [1.773381, -0.244840, 0.974819], [1.962646, -1.504078, -0.406594], [3.617162, -1.228369, -1.225227], [0.210200, -0.949196, -1.918575], [-1.488984, -1.079082, -0.758519], [-2.686847, -0.618547, -1.458797], [-3.762323, -0.516671, -0.688118], [-4.844535, -0.514045, -1.487223], [-3.750734, 0.579063, 0.098264], [-3.935925, -1.567034, 0.161145], [2.122346, 1.846707, 1.413265], [1.324507, 1.568157, -0.154586], [3.038512, 1.202708, 0.020405], [2.495407, -0.530959, 1.740307], [0.750946, -0.331212, 1.331691], [3.860534, -2.081606, -1.846612], [4.360078, -1.091082, -0.437043], [3.635401, -0.308275, -1.813809], [0.385095, 0.551378, -2.490671], [0.043190, -2.046441, -3.087291], [-1.309681, -0.492830, 0.147604], [-1.565448, -2.123341, -0.455941], [-3.473736, -5.184320, 4.226707], [-3.415640, -3.964585, 5.066515], [-2.634798, -2.840571, 4.217399], [-3.259477, -2.294303, 3.040590], [-4.315103, -1.263926, 3.399684], [-2.247803, -4.357827, 6.149646], [-1.876879, -5.715240, 6.374524], [-0.606443, -6.054338, 5.623474], [-4.090703, -2.920365, 6.138193], [-5.206381, -3.378615, 6.932545], [-4.773499, -4.322856, 8.039807], [-3.686988, -3.096179, 2.434889], [-2.470718, -1.824498, 2.457098], [-5.164338, -1.731039, 3.906608], [-4.684484, -0.771526, 2.501339], [-3.905244, -0.512690, 4.074753], [-2.686313, -6.394228, 6.104542], [-1.709521, -5.825528, 7.449840], [-0.709320, -5.839374, 4.560497], [-0.353192, -7.109377, 5.744805], [0.223763, -5.450445, 5.992006], [-5.949731, -3.853922, 6.287628], [-5.664790, -2.488670, 7.362048], [-4.453546, -5.284859, 7.635057], [-5.599650, -4.508357, 8.727842], [-3.932875, -3.906903, 8.593269], [2.361088, 3.162497, -3.761807], [2.964606, 3.857144, -4.915108], [4.433495, 3.202352, -5.133299], [4.520560, 1.844664, -5.579029], [4.267805, 1.720181, -7.072046], [3.434680, 5.282944, -4.253078], [2.858299, 5.743882, -3.031349], [3.777000, 5.456461, -1.862898], [2.873171, 4.539097, -6.404766], [1.577461, 4.975859, -6.873732], [1.123021, 6.254631, -6.193976], [3.824225, 1.219913, -5.012934], [5.530639, 1.508716, -5.347486], [3.231551, 1.963019, -7.315946], [4.465004, 0.701384, -7.408436], [4.904341, 2.407756, -7.629318], [1.873100, 5.305770, -2.871407], [2.718153, 6.823852, -3.133618], [4.026283, 4.397102, -1.811235], [3.311862, 5.752093, -0.921072], [4.715879, 6.001686, -1.976707], [0.843515, 4.179564, -6.729020], [1.677176, 5.140618, -7.946087], [0.868155, 6.075648, -5.147936], [0.237746, 6.655894, -6.689159], [1.914404, 7.002805, -6.212955]],
  "forces_ev_per_angstrom": [[-0.20, -0.50, 0.38], [0.97, 0.43, -1.17], [-0.64, -1.12, 0.31], [-0.41, 1.12, 0.54], [-0.37, 0.28, -0.19], [1.51, 0.12, -0.14], [-0.26, -0.24, 0.69], [0.57, -0.90, -0.66], [-0.15, 0.60, 0.35], [-0.40, 0.12, -0.11], [-0.09, 0.14, 0.00], [0.09, 0.23, -0.08], [-0.04, 0.04, -0.10], [0.10, 0.26, 0.01], [-0.24, -0.04, 0.33], [-0.02, -0.17, 0.24], [0.03, -0.13, -0.02], [0.20, -0.28, -0.03], [0.06, -0.07, -0.24], [-0.03, 0.06, -0.06], [0.16, -0.11, -0.09], [-0.38, 0.19, 0.04], [-0.50, -0.07, -0.05], [-3.13, 0.37, 0.32], [6.32, 1.10, 0.94], [-0.82, -0.26, 0.31], [-0.18, 0.31, -0.21], [-0.11, -0.10, 0.12], [-0.60, 0.01, 0.13], [0.30, -0.11, -0.09], [0.11, 0.07, -0.08], [-2.10, -1.38, -1.44], [-0.03, -0.04, 0.30], [0.12, -0.16, -0.11], [0.08, -0.05, 0.03], [0.12, -0.11, 0.08], [0.00, 0.03, -0.04], [0.05, -0.03, -0.03], [0.05, 0.01, -0.03], [0.00, 0.05, -0.14], [-0.03, 0.13, 0.01], [-0.13, -0.07, -0.01], [0.00, 0.01, 0.02], [0.00, -0.02, 0.05], [-0.02, 0.04, 0.01], [0.10, 0.09, -0.12], [-0.01, 0.00, 0.01], [-0.03, 0.05, -0.03], [-0.03, 0.07, 0.02], [-2.22, -0.76, -2.04], [5.32, 2.84, 2.43], [-0.74, 0.02, -0.49], [-0.01, -0.27, -0.15], [-0.11, 0.09, 0.00], [-0.51, 0.00, -0.40], [0.14, 0.02, 0.26], [0.18, -0.05, 0.02], [-2.08, -1.90, 0.35], [-0.18, 0.27, -0.09], [0.04, -0.05, 0.23], [0.02, 0.05, 0.05], [0.01, 0.12, 0.09], [0.01, -0.06, -0.01], [0.00, -0.01, 0.04], [0.05, -0.02, 0.02], [0.06, -0.15, 0.00], [0.06, -0.01, -0.12], [-0.17, -0.05, -0.01], [-0.01, 0.01, -0.01], [-0.03, 0.05, 0.00], [0.01, 0.00, -0.03], [0.17, -0.09, 0.02], [-0.02, 0.00, -0.01], [0.01, -0.05, -0.05], [0.02, 0.00, -0.08]],
  "lowdin_charge": [-0.192, -0.522, 0.671, -0.414, 0.122, -0.297, -0.043, -0.737, 0.140, 0.137, 0.107, 0.052, 0.043, 0.045, 0.040, 0.034, 0.004, 0.010, 0.001, -0.121, -0.137, 0.042, 0.052, -0.217, 0.527, -0.186, -0.263, -0.075, -0.215, -0.315, -0.074, -0.196, -0.267, -0.078, 0.111, 0.114, 0.065, 0.064, 0.083, 0.099, 0.112, 0.080, 0.074, 0.076, 0.114, 0.116, 0.067, 0.077, 0.086, -0.205, 0.533, -0.198, -0.275, -0.084, -0.219, -0.309, -0.074, -0.199, -0.265, -0.077, 0.115, 0.116, 0.066, 0.076, 0.078, 0.103, 0.111, 0.077, 0.076, 0.073, 0.118, 0.115, 0.070, 0.078, 0.085],
  "charge": -1,
  "lumo_energy_ha": 0.0772,
  "e_homo_ha": -0.1281
}